{
  "formula": "C11H44N14O11",
  "method": "ωB97M-V/def2-TZVPD",
  "e_tot_ev": -55501.7371,
  "gap_ev": 8.4,
  "smiles": "NC(N)=O.NC(N)=O.NC(N)=O.NC(N)=O.NC(N)=O.NC(N)=O.NC(N)=O.CO.CO.CO.CO",
  "homo_energy_ha": -0.3225,
  "species": ["C", "O", "N", "N", "H", "H", "H", "H", "C", "O", "N", "N", "H", "H", "H", "H", "C", "O", "N", "N", "H", "H", "H", "H", "C", "O", "N", "N", "H", "H", "H", "H", "C", "O", "N", "N", "H", "H", "H", "H", "C", "O", "N", "N", "H", "H", "H", "H", "C", "O", "N", "N", "H", "H", "H", "H", "C", "O", "H", "H", "H", "H", "C", "O", "H", "H", "H", "H", "C", "O", "H", "H", "H", "H", "C", "O", "H", "H", "H", "H"],
  "positions_angstrom": [[-0.5863, -3.3112, 3.6715], [0.2407, -3.5022, 4.7405], [-1.7143, -3.8932, 3.6025], [-0.3053, -2.4452, 2.7285], [-1.8393, -4.7252, 4.1955], [-2.4343, -3.6302, 2.8685], [0.7527, -2.1042, 2.7265], [-0.8763, -2.2482, 1.9275], [-2.6053, -1.5732, -0.2345], [-2.7493, -2.0872, 1.0215], [-1.6273, -1.8812, -0.9715], [-3.3953, -0.6992, -0.7275], [-1.0563, -2.6832, -0.7985], [-1.4013, -1.5262, -1.8695], [-4.2043, -0.2892, -0.1785], [-3.5573, -0.6692, -1.6655], [-2.1163, 0.8008, 3.2955], [-2.6203, 1.8648, 4.0695], [-2.8143, 0.3578, 2.2825], [-1.0433, 0.0688, 3.5415], [-3.8283, 0.6128, 2.1875], [-2.6583, -0.4832, 1.7275], [-0.3543, 0.5578, 4.2245], [-0.9143, -0.9462, 3.3515], [0.5907, 3.6498, 0.2415], [1.8857, 3.1588, -0.0005], [-0.2803, 2.9368, 0.9405], [0.0887, 4.7798, -0.2225], [0.1587, 2.1638, 1.4005], [-1.2593, 3.2098, 1.2565], [0.8017, 5.2718, -0.7885], [-0.5463, 5.3418, 0.3855], [3.1147, -2.1132, 2.9225], [3.6307, -2.7272, 4.0385], [2.0777, -1.3462, 3.0485], [3.4297, -2.3082, 1.7035], [1.8377, -1.1902, 4.0165], [1.8177, -0.6702, 2.3315], [4.1407, -2.9952, 1.4305], [2.8347, -2.0222, 0.9725], [-1.8223, -0.7112, -3.8775], [-3.2243, -0.6782, -3.6735], [-1.2663, -1.3242, -4.8725], [-0.9323, -0.2002, -3.0075], [-1.8413, -1.5182, -5.7385], [-0.2653, -1.3492, -5.0275], [-1.2683, 0.4798, -2.3035], [0.1017, -0.0242, -3.1855], [-2.4953, 2.5958, -2.0135], [-3.4563, 2.3048, -2.9605], [-1.8583, 3.7648, -1.9575], [-2.0323, 1.7948, -1.0935], [-2.1843, 4.5488, -2.5315], [-1.0713, 3.9458, -1.2535], [-2.5433, 0.8888, -0.8755], [-1.2933, 2.0188, -0.3915], [3.9197, 0.3868, -0.2715], [4.4767, 1.5208, 0.4375], [2.9897, 0.0748, 0.2335], [4.6237, -0.4392, -0.1805], [3.8167, 0.6198, -1.3745], [3.7987, 2.1288, 0.4855], [1.4627, 1.9518, -2.9885], [1.4587, 0.7208, -3.6585], [1.8237, 2.7378, -3.5915], [2.0277, 1.8808, -2.0835], [0.4517, 2.2348, -2.6475], [2.3637, 0.4638, -3.8895], [1.9157, -1.8902, -1.9445], [2.1637, -2.6392, -0.7415], [0.9247, -1.3312, -1.7435], [1.8437, -2.3782, -2.8955], [2.6667, -1.1612, -2.0895], [1.4837, -3.3262, -0.6375], [0.4917, 0.1488, 0.4845], [0.9087, 0.6838, 1.7025], [-0.5613, 0.3068, 0.3405], [0.6427, -0.9642, 0.4575], [0.9497, 0.6128, -0.3975], [0.1967, 0.4168, 2.3625]]
}